A.
108
Properties=species:S:1:pos:R:3:lowdin_charge:R:1 method="wB97M-V/def2-TZVPD" homo_lumo_gap_ev=11.02 homo_ev=-10.48 charge=0
C -17.4273 16.6098 -12.3128 -0.070
O -18.2870 17.6444 -11.8364 -0.029
C -19.6077 17.7051 -12.4289 -0.546
O -19.9987 17.0251 -13.3572 0.104
O -20.2734 18.5538 -11.7520 0.024
C -21.6604 18.9687 -12.0576 0.035
H -16.4306 16.7162 -11.8845 0.094
H -17.2346 16.6210 -13.3855 0.066
H -17.7308 15.6012 -12.0321 0.076
H -22.4352 18.2402 -11.8190 0.075
H -21.7228 19.1752 -13.1260 0.094
H -21.7616 19.9327 -11.5591 0.097
C -15.9148 12.9054 -17.7352 -0.023
O -16.6420 11.8487 -17.1035 -0.009
C -16.9671 10.7139 -17.7704 -0.545
O -16.6003 10.3284 -18.8778 0.099
O -17.8096 10.0215 -16.9869 -0.028
C -18.1543 8.6529 -17.2720 -0.018
H -15.5370 13.5712 -16.9592 0.086
H -16.4803 13.6126 -18.3421 0.084
H -15.0623 12.5161 -18.2918 0.101
H -19.2294 8.5396 -17.4117 0.097
H -17.8220 8.0503 -16.4267 0.091
H -17.5566 8.1735 -18.0472 0.093
C -23.7809 11.7490 -20.6470 -0.037
O -23.2988 11.0970 -21.8346 -0.008
C -22.7298 9.8594 -21.7482 -0.561
O -22.4742 9.1747 -20.7340 0.081
O -22.6362 9.4274 -22.9714 0.005
C -22.0156 8.2431 -23.3548 -0.036
H -24.4838 12.5531 -20.8651 0.095
H -22.9894 12.1485 -20.0130 0.066
H -24.2998 11.0162 -20.0292 0.095
H -22.3115 7.5117 -22.6027 0.099
H -20.9279 8.3017 -23.3932 0.097
H -22.4228 7.9104 -24.3096 0.100
C -16.4021 12.9531 -21.8999 -0.048
O -17.6861 13.0358 -21.3943 -0.005
C -18.3908 14.1382 -21.3233 -0.518
O -18.0322 15.3085 -21.5323 0.103
O -19.6654 13.7649 -20.9081 -0.035
C -20.6019 14.7781 -20.7415 -0.088
H -15.7199 13.2996 -21.1236 0.096
H -16.2588 13.4599 -22.8542 0.108
H -16.0863 11.9135 -21.9876 0.096
H -20.3734 15.4366 -19.9034 0.098
H -21.6491 14.4822 -20.8052 0.089
H -20.6268 15.4504 -21.5991 0.090
C -23.1240 14.9231 -11.3486 -0.058
O -23.4784 15.1475 -10.0115 0.013
C -24.0786 16.3016 -9.6961 -0.580
O -24.3534 17.2526 -10.4154 0.102
O -24.3976 16.1681 -8.4050 0.011
C -25.3893 17.1374 -7.9715 -0.035
H -22.2022 15.3708 -11.7202 0.083
H -23.9159 15.1446 -12.0641 0.104
H -22.8927 13.8587 -11.3885 0.097
H -26.2871 17.0052 -8.5752 0.092
H -25.1417 18.1884 -8.1204 0.093
H -25.7372 16.9776 -6.9510 0.093
C -12.6408 17.2009 -15.1479 -0.003
O -13.6417 16.5031 -15.9747 -0.005
C -14.9298 16.7986 -15.8186 -0.578
O -15.3830 17.5679 -14.9675 0.088
O -15.6503 16.0472 -16.6599 -0.024
C -17.0824 16.1675 -16.7275 -0.006
H -12.9671 18.1834 -14.8067 0.095
H -11.6717 17.1076 -15.6381 0.089
H -12.4418 16.5426 -14.3022 0.088
H -17.4540 15.3751 -17.3771 0.060
H -17.4304 17.1058 -17.1596 0.109
H -17.4401 15.9594 -15.7191 0.080
C -20.0122 14.5697 -14.7614 -0.054
O -20.1358 13.3515 -15.4209 0.016
C -19.9805 13.2566 -16.6864 -0.588
O -19.5084 14.0750 -17.4374 0.122
O -20.4269 11.9960 -17.0440 -0.002
C -20.3111 11.5263 -18.4097 -0.019
H -20.3291 15.4129 -15.3753 0.100
H -19.0130 14.8811 -14.4568 0.075
H -20.6779 14.5059 -13.9007 0.095
H -19.5815 12.0536 -19.0243 0.081
H -21.2204 11.5109 -19.0106 0.074
H -20.0358 10.4805 -18.2734 0.075
C -16.9709 5.2471 -21.2738 0.010
O -18.0258 6.2991 -21.1910 -0.014
C -17.9362 7.5036 -21.7314 -0.611
O -17.1594 7.8403 -22.5910 0.117
O -18.7985 8.3073 -21.0703 -0.014
C -18.7811 9.7616 -21.1743 -0.006
H -17.2804 4.4482 -20.6000 0.087
H -15.9815 5.6195 -21.0083 0.093
H -16.9003 4.8189 -22.2737 0.087
H -17.9992 10.1386 -21.8335 0.087
H -18.6298 10.1333 -20.1609 0.058
H -19.7111 10.1896 -21.5485 0.086
C -18.1562 11.5684 -13.8899 -0.011
O -17.5970 12.6480 -13.0760 -0.039
C -17.1190 12.3353 -11.8037 -0.408
O -16.9824 11.1527 -11.3111 0.042
O -16.4544 13.4643 -11.2985 -0.060
C -15.8191 13.2897 -10.0416 -0.065
H -17.8041 10.5764 -13.6068 0.094
H -17.8718 11.8158 -14.9126 0.075
H -19.2390 11.5932 -13.7668 0.095
H -15.0870 12.4857 -9.9671 0.095
H -16.6036 13.0413 -9.3268 0.094
H -15.4335 14.2749 -9.7794 0.095

---

B.
108
Properties=species:S:1:pos:R:3:lowdin_charge:R:1 method="wB97M-V/def2-TZVPD" homo_lumo_gap_ev=10.79 homo_ev=-10.63 charge=0
C 1.3892 -0.4011 -0.8734 -0.054
O 0.4702 0.0531 0.0876 -0.005
C 0.7136 1.0875 0.9055 -0.512
O 1.6940 1.8637 0.7397 0.064
O -0.2980 1.2500 1.7738 0.014
C -0.2733 2.3473 2.5991 -0.083
H 2.2751 -0.8437 -0.4181 0.099
H 1.7335 0.4569 -1.4509 0.092
H 0.9860 -1.0756 -1.6288 0.096
H 0.5339 3.0473 2.3833 0.093
H -0.0581 1.9968 3.6085 0.098
H -1.1945 2.9298 2.6098 0.098
C -1.0826 6.8389 9.6935 -0.080
O -1.1938 5.4713 9.5623 -0.018
C -0.1821 4.6184 9.9227 -0.548
O 0.8928 4.8658 10.4958 0.092
O -0.5886 3.4137 9.6355 0.011
C 0.1250 2.3006 10.1151 -0.045
H -0.8359 7.1310 10.7142 0.100
H -2.0734 7.2071 9.4272 0.097
H -0.3643 7.2548 8.9870 0.099
H -0.1092 2.1857 11.1734 0.102
H 1.2050 2.4408 10.1600 0.092
H -0.0495 1.4169 9.5013 0.099
C -0.0087 1.6745 -6.4045 -0.098
O -0.9541 1.8004 -5.4258 -0.022
C -1.3551 3.0805 -5.0951 -0.520
O -1.0226 4.1589 -5.5992 0.104
O -2.1715 2.9024 -4.0488 -0.029
C -2.5061 4.0073 -3.2222 -0.028
H 0.0707 0.6480 -6.7623 0.098
H 0.9082 2.0472 -5.9480 0.102
H -0.2188 2.2827 -7.2844 0.096
H -2.6389 3.4214 -2.3127 0.098
H -3.4512 4.4310 -3.5620 0.099
H -1.6565 4.6896 -3.1976 0.100
C 8.3515 4.4662 10.8393 -0.062
O 7.9771 4.2163 9.5261 0.016
C 7.3182 3.1125 9.2294 -0.569
O 7.1840 2.0902 9.8642 0.125
O 6.8590 3.2582 7.9543 -0.009
C 6.3267 2.1983 7.2220 -0.076
H 7.5950 4.2593 11.5962 0.104
H 8.8308 5.4361 10.9725 0.098
H 9.1573 3.7654 11.0575 0.095
H 6.8545 2.0098 6.2871 0.094
H 5.2956 2.4832 7.0129 0.093
H 6.2264 1.2293 7.7108 0.091
C -6.3692 4.2415 5.6124 -0.047
O -6.6146 5.4914 5.0597 0.012
C -6.9438 5.7140 3.8193 -0.587
O -7.2602 4.8576 2.9802 0.088
O -6.9881 7.0311 3.6156 0.017
C -7.3811 7.5947 2.3671 -0.052
H -7.2814 3.6462 5.6524 0.102
H -5.9503 4.2114 6.6182 0.096
H -5.6189 3.8117 4.9488 0.101
H -7.7131 6.8840 1.6103 0.088
H -6.6938 8.2537 1.8367 0.092
H -8.3118 8.1573 2.4413 0.090
C 8.9071 -0.5148 -7.0772 -0.012
O 8.2258 0.4958 -6.2973 0.009
C 8.7299 1.0263 -5.2140 -0.594
O 9.8705 0.8709 -4.7651 0.095
O 7.7802 1.7609 -4.6301 0.003
C 8.0648 2.4960 -3.4893 -0.075
H 9.9511 -0.2087 -7.1439 0.091
H 8.5260 -0.5152 -8.0984 0.093
H 8.8770 -1.5154 -6.6459 0.097
H 7.0978 2.7681 -3.0664 0.099
H 8.7503 3.3068 -3.7358 0.101
H 8.5924 2.0234 -2.6608 0.093
C -6.9899 -2.1686 -0.7150 -0.019
O -7.5757 -3.4725 -0.8852 0.020
C -8.8418 -3.6364 -0.7387 -0.584
O -9.6752 -2.7562 -0.6083 0.120
O -9.0384 -4.9302 -1.1979 -0.032
C -10.3276 -5.3292 -1.5681 -0.076
H -7.1440 -1.6737 0.2439 0.096
H -7.3964 -1.4873 -1.4624 0.098
H -5.9068 -2.2090 -0.8307 0.093
H -10.1670 -6.3830 -1.7960 0.098
H -10.8435 -4.7464 -2.3313 0.097
H -10.9804 -5.2312 -0.7007 0.091
C 3.7976 -7.1676 -6.7514 -0.017
O 3.1372 -7.2710 -5.4321 -0.041
C 3.0367 -8.4557 -4.7379 -0.515
O 3.4312 -9.5449 -5.2460 0.062
O 2.4485 -8.2281 -3.5599 -0.001
C 2.4556 -9.2791 -2.5998 -0.043
H 4.8155 -7.5519 -6.8173 0.089
H 3.8498 -6.1022 -6.9759 0.086
H 3.1821 -7.6912 -7.4829 0.090
H 2.0642 -8.9752 -1.6289 0.092
H 3.4992 -9.4930 -2.3692 0.098
H 1.9002 -10.1640 -2.9107 0.100
C -2.0771 -7.2287 -10.1688 -0.052
O -2.4776 -6.3745 -9.1361 -0.008
C -2.5470 -6.7527 -7.8496 -0.580
O -2.2701 -7.8599 -7.4850 0.136
O -2.8018 -5.6996 -7.0882 0.026
C -2.8817 -5.8118 -5.7614 -0.111
H -1.1500 -6.9852 -10.6877 0.095
H -2.9389 -7.1996 -10.8356 0.098
H -1.9592 -8.2284 -9.7508 0.090
H -3.7853 -6.2358 -5.3235 0.106
H -2.7651 -4.8012 -5.3701 0.100
H -2.0106 -6.2890 -5.3125 0.102

---

What are the relative energies? In kJ/mol: A 0.0; B 149.6.

---

A.
10
Properties=species:S:1:pos:R:3:nbo_charge:R:1 method="wB97M-V/def2-TZVPD" homo_lumo_gap_ev=10.75 homo_ev=-9.68 charge=0
C 1.0564 0.1670 -0.0136 -0.629
C -0.1061 -0.7776 -0.0344 -0.655
P -1.7950 0.1018 -0.0253 0.277
H 0.8661 0.6631 -0.9753 0.212
H 0.9272 0.8451 0.7634 0.205
H 2.0867 -0.0932 0.2096 0.220
H -0.2321 -1.4912 0.7761 0.218
H -0.0805 -1.5522 -0.7864 0.219
H -1.5620 1.1854 -0.8989 -0.038
H -1.1607 0.9518 0.9848 -0.029

---

B.
10
Properties=species:S:1:pos:R:3:nbo_charge:R:1 method="wB97M-V/def2-TZVPD" homo_lumo_gap_ev="8.58 / 8.69" homo_ev="-8.96 / -8.56" charge=0
C -0.1546 -0.5355 -1.7732 -0.494
C -0.1940 0.9961 0.5964 -0.626
P -0.1742 -0.0238 2.0425 0.286
H -0.7750 0.1472 -2.1826 0.157
H 0.8919 -0.5344 -2.0470 0.166
H -0.3768 -1.1122 -0.7567 0.180
H -1.1386 0.9076 0.1529 0.183
H 0.6997 1.2583 0.0297 0.206
H 1.1576 0.1959 2.4410 -0.030
H 0.0639 -1.2994 1.4970 -0.027

---

What are the relative energies? In kJ/mol: A 0.0; B 360.2.

---

A.
9
Properties=species:S:1:pos:R:3:nbo_charge:R:1 method="wB97M-V/def2-TZVPD" homo_lumo_gap_ev="7.70 / 7.68" homo_ev="-8.76 / -8.76" charge=0
C -1.4381 0.6801 0.0112 -0.400
C -0.7272 -0.3711 -0.3116 -0.082
C 1.8239 -0.2864 0.1797 -0.460
Cl -1.0402 -1.8027 -1.0459 0.093
Br -3.3123 0.8788 -0.1904 0.026
H -1.1402 1.4553 0.6009 0.225
H 1.9022 -0.5817 1.2108 0.191
H 1.5769 0.8352 0.1318 0.210
H 2.3550 -0.8076 -0.5865 0.197

---

B.
9
Properties=species:S:1:pos:R:3:nbo_charge:R:1 method="wB97M-V/def2-TZVPD" homo_lumo_gap_ev=10.20 homo_ev=-9.63 charge=0
C -0.3077 -1.1328 -0.9153 -0.495
C -0.7252 -0.3427 0.0231 -0.098
C 0.6476 1.0640 0.6873 -0.347
Cl 2.1680 0.9029 -0.1169 0.000
Br -2.5081 -0.1305 0.6407 0.068
H -0.8363 -2.0049 -1.3432 0.228
H 0.7229 -0.9449 -1.1517 0.227
H 0.2502 2.0533 0.6422 0.218
H 0.5885 0.5359 1.5337 0.199

---

What are the relative energies? In kJ/mol: A 184.1; B 0.0.

---

A.
7
Properties=species:S:1:pos:R:3:nbo_charge:R:1 method="wB97M-V/def2-TZVPD" homo_lumo_gap_ev=9.17 homo_ev=-9.10 charge=0
N 0.5357 0.8027 -0.0730 -1.186
P -0.4797 -0.4990 -0.0194 0.968
S -2.3497 0.1315 0.1679 -0.517
H 1.5345 0.4614 -0.0577 0.390
H 0.3700 1.5690 0.5704 0.409
H -0.0705 -0.8737 -1.4339 -0.031
H 0.4596 -1.5919 0.8457 -0.033

---

B.
7
Properties=species:S:1:pos:R:3:nbo_charge:R:1 method="wB97M-V/def2-TZVPD" homo_lumo_gap_ev=9.50 homo_ev=-8.81 charge=0
N -0.2211 -0.7020 0.5709 -1.150
P 0.3682 -0.2059 -0.9391 1.017
S 0.1298 -1.6640 -2.1942 -0.556
H -0.1333 -0.1057 1.3834 0.388
H -1.2348 -0.7329 0.5954 0.396
H -0.4724 0.8563 -1.4335 -0.061
H 1.5589 0.5394 -0.6023 -0.033

---

What are the relative energies? In kJ/mol: A 66.2; B 0.0.

---

A.
5
Properties=species:S:1:pos:R:3:nbo_charge:R:1 method="wB97M-V/def2-TZVPD" homo_lumo_gap_ev="8.53 / 8.53" homo_ev="-9.04 / -9.04" charge=0
O -1.2794 -1.2803 1.1637 -0.445
C -0.4473 -0.6133 0.5205 0.707
C 0.4620 0.2157 -0.3687 -0.554
Cl -0.1945 1.5173 -1.3690 0.042
H 1.4592 0.1606 0.0535 0.250

---

B.
5
Properties=species:S:1:pos:R:3:nbo_charge:R:1 method="wB97M-V/def2-TZVPD" homo_lumo_gap_ev=8.33 homo_ev=-10.32 charge=0
C 0.7841 0.2908 0.4662 0.019
C -0.2969 -0.1975 -0.1095 0.348
O -0.1120 -1.3612 -0.4078 -0.459
Cl -2.0910 0.4569 -0.1002 -0.130
H 1.7158 0.8110 0.1513 0.222

---

What are the relative energies? In kJ/mol: A 0.0; B 176.9.

---

A.
10
Properties=species:S:1:pos:R:3:nbo_charge:R:1 method="wB97M-V/def2-TZVPD" homo_lumo_gap_ev=8.54 homo_ev=-8.89 charge=0
C -0.7723 1.0885 0.4493 -0.377
C 0.2288 -0.9799 -0.9232 -0.508
C 0.5221 0.3325 0.4933 -0.259
S -2.1328 0.8809 1.1356 0.149
Cl 0.8617 -0.6471 1.9470 -0.046
H -0.5550 1.9187 -0.2702 0.193
H -0.2654 -0.3089 -1.5730 0.213
H 1.1114 -1.5363 -0.9654 0.220
H -0.4090 -1.5706 -0.4503 0.193
H 1.4106 0.8222 0.1567 0.222

---

B.
10
Properties=species:S:1:pos:R:3:nbo_charge:R:1 method="wB97M-V/def2-TZVPD" homo_lumo_gap_ev=9.68 homo_ev=-9.23 charge=0
S 1.9094 -1.0539 -0.3323 0.001
C 0.3516 -0.2158 -0.6132 -0.395
C -1.0734 -0.7984 -0.7706 -0.420
C -0.6375 -0.1502 0.5748 -0.183
Cl -1.2551 1.5953 0.8085 -0.094
H 2.3244 -0.9606 -1.8583 0.154
H 0.2712 0.6403 -1.2369 0.240
H -1.6775 -0.1397 -1.3353 0.229
H -1.4006 -1.9914 -0.5582 0.232
H -0.5761 -0.8198 1.4131 0.237

---

C.
10
Properties=species:S:1:pos:R:3:nbo_charge:R:1 method="wB97M-V/def2-TZVPD" homo_lumo_gap_ev="8.41 / 8.11" homo_ev="-8.22 / -8.65" charge=0
C -0.9463 -1.2496 0.1659 -0.528
C -0.4913 -0.2994 -0.7663 -0.183
C 1.3002 1.3720 0.5012 -0.481
S 0.1057 -1.8271 -1.2221 0.232
Cl -1.5632 0.7785 -1.6888 -0.012
H -0.4714 -1.1136 1.1011 0.218
H -1.9311 -1.7416 0.2632 0.234
H 1.0822 0.6038 1.2120 0.160
H 0.6055 2.1321 0.3953 0.175
H 2.3098 1.3449 0.0385 0.186

---

What are the relative energies? In kJ/mol: A 6.9; B 0.0; C 212.1.

---

A.
7
Properties=species:S:1:pos:R:3:nbo_charge:R:1 method="wB97M-V/def2-TZVPD" homo_lumo_gap_ev=7.99 homo_ev=-9.32 charge=0
Si 0.7149 0.8765 0.5891 1.122
P 0.3468 -1.1998 -0.1155 -0.126
Cl -1.9842 1.9976 -0.2041 -0.661
Cl 2.2548 1.8801 -0.1488 -0.308
H 0.4049 1.2901 1.9432 -0.145
H 0.4489 -0.8628 -1.4678 0.044
H -1.0353 -1.0549 -0.0906 0.073

---

B.
7
Properties=species:S:1:pos:R:3:nbo_charge:R:1 method="wB97M-V/def2-TZVPD" homo_lumo_gap_ev=8.93 homo_ev=-9.83 charge=0
Si 2.7198 -0.5857 -1.5104 0.908
P -2.3077 0.3853 0.2377 0.022
Cl 2.6672 -1.0236 0.4800 -0.445
Cl 2.9967 1.4831 -1.4601 -0.461
H -2.8482 -0.9818 0.7192 0.007
H -2.2091 0.8726 1.4863 -0.018
H -1.0188 -0.1499 0.0473 -0.012

---

What are the relative energies? In kJ/mol: A 68.1; B 0.0.

---

A.
10
Properties=species:S:1:pos:R:3:nbo_charge:R:1 method="wB97M-V/def2-TZVPD" homo_lumo_gap_ev="8.63 / 8.63" homo_ev="-13.28 / -13.28" charge=+1
C 2.6493 1.0075 -0.0470 0.387
C 0.8305 -0.3786 -0.0217 -0.380
N -0.3727 0.4463 0.0190 -0.696
O 2.3022 2.1183 -0.1103 -0.478
I 4.4236 0.0044 0.0262 0.366
H 1.0021 -0.9903 0.8468 0.228
H 1.0051 -0.8604 -0.9670 0.224
H -0.2204 1.3250 -0.5028 0.450
H -0.6150 0.6848 0.9891 0.451
H -1.1722 -0.0497 -0.4052 0.448

---

B.
10
Properties=species:S:1:pos:R:3:nbo_charge:R:1 method="wB97M-V/def2-TZVPD" homo_lumo_gap_ev=10.02 homo_ev=-13.98 charge=+1
N 1.2519 0.1816 0.0666 -0.644
C -0.0516 -0.5775 -0.0631 -0.350
C -1.2605 0.4917 -0.1711 0.381
O -1.0598 1.7047 -0.1067 -0.509
I -3.2199 -0.3161 -0.1238 0.244
H 1.2138 1.1617 -0.1030 0.462
H 1.9262 -0.2620 -0.4655 0.440
H 1.4627 0.0466 0.9911 0.437
H 0.0444 -1.3279 -0.8827 0.273
H -0.3073 -1.1027 0.8582 0.265

---

What are the relative energies? In kJ/mol: A 148.3; B 0.0.